C40H83N3O15P2S6 | ωB97M-V/def2-TZVPD

As for the HOMO-LUMO gap: 7.37 eV. The total energy is -161592.096 eV. Its SMILES is C=CC[C@@H](COC(C)=O)O[C@](CN)(CCC)[C@@](N)([PH2]=N)P(C)CC.O=S1(=O)CCCC1.O=S1(=O)CCCC1.O=S1(=O)CCCC1.O=S1(=O)CCCC1.O=S1(=O)CCCC1.O=S1(=O)CCCC1.

```
149
Properties=species:S:1:pos:R:3:forces:R:3
C 3.560602 3.153303 -3.867641 -0.6 1.1 -0.9
C 4.192681 2.170688 -3.297532 0.9 -1.2 0.9
C 4.236699 1.882400 -1.825228 0.8 0.3 -0.4
C 3.141045 0.883304 -1.317096 0.5 1.0 -0.5
C 2.218032 0.336722 -2.413682 -0.5 0.3 0.3
O 1.285128 1.389081 -2.790453 0.6 -0.1 0.3
C 0.050939 1.181338 -2.243965 1.3 0.6 1.3
C -0.198005 1.445451 -0.780164 0.6 -0.4 0.2
O -0.826282 0.818076 -2.926200 -2.1 -0.9 -1.9
O 3.662463 0.011703 -0.336728 -0.6 -0.2 -0.5
C 4.157786 -1.282348 -0.525498 0.4 -2.9 1.5
C 5.423455 -1.516818 -1.365537 0.5 1.2 -0.5
N 5.538639 -0.822616 -2.661699 -0.1 -0.1 -0.1
C 3.072140 -2.376905 -0.849491 0.4 1.1 -1.0
C 3.013154 -2.873432 -2.302156 -1.2 -0.3 0.2
C 1.592613 -3.411745 -2.574693 0.6 0.3 0.2
C 4.615519 -1.688242 0.983075 0.2 1.3 -0.5
N 3.442862 -1.884587 1.811793 0.0 -0.7 -0.6
P 5.632088 -3.208159 1.138331 0.4 -0.1 1.8
N 5.954371 -3.470296 2.660813 -0.2 -0.1 -0.3
P 5.538456 -0.147902 1.699106 0.3 1.0 -0.7
C 7.370753 -0.441947 1.728805 -0.4 -0.3 0.9
C 5.015654 -0.005733 3.474421 0.5 -0.5 -0.3
C 5.892879 0.983908 4.249788 -0.4 -0.6 0.1
H 3.299126 3.048591 -4.909305 0.5 0.6 -0.4
H 3.306183 4.072101 -3.361110 -0.8 -0.2 0.3
H 4.768201 1.515547 -3.940144 -0.5 -0.7 -0.1
H 4.153900 2.823473 -1.286439 -0.2 0.0 0.2
H 5.224744 1.504047 -1.582596 0.0 -0.3 0.2
H 2.486939 1.549569 -0.769140 -0.2 -0.2 0.4
H 2.699212 0.024679 -3.335116 0.1 0.1 -0.1
H 1.598936 -0.484759 -2.060739 0.3 -0.3 0.2
H 0.592021 1.061204 -0.137061 0.2 0.1 -0.1
H -0.287303 2.509452 -0.584372 -0.1 0.2 -0.1
H -1.101620 0.913800 -0.514101 -0.3 0.2 0.0
H 6.279531 -1.198991 -0.765521 0.0 0.2 0.0
H 5.599020 -2.575929 -1.553461 -0.5 -0.3 0.4
H 4.652557 -0.506631 -3.031303 0.0 0.0 0.2
H 5.887192 -1.476630 -3.351788 0.1 0.1 0.0
H 3.196402 -3.247760 -0.217674 0.1 0.0 0.2
H 2.123694 -1.931771 -0.558608 -0.2 -0.1 0.0
H 3.702205 -3.698335 -2.473651 0.3 0.1 0.0
H 3.217799 -2.115019 -3.049312 0.2 0.2 0.0
H 1.371115 -4.249948 -1.919115 0.0 -0.3 -0.1
H 0.869327 -2.643440 -2.311714 -0.2 0.1 -0.2
H 1.489259 -3.687197 -3.619611 -0.2 -0.2 0.0
H 3.684763 -2.278340 2.713074 -0.2 0.2 0.1
H 2.904118 -1.032701 1.893388 0.1 0.0 0.2
H 6.821471 -3.115111 0.383866 -0.5 0.1 -0.4
H 4.888705 -4.291539 0.607489 0.0 0.3 -0.5
H 6.949690 -3.493265 2.846211 -0.1 0.0 0.2
H 7.793591 0.369354 2.320526 0.0 0.1 0.1
H 7.630966 -1.362236 2.252568 0.3 -0.1 -0.2
H 7.829360 -0.364455 0.749319 -0.1 -0.2 -0.2
H 5.018835 -0.989026 3.945357 0.0 0.0 0.2
H 3.998892 0.374360 3.477396 -0.2 -0.1 -0.2
H 6.092546 1.897675 3.692450 0.2 0.0 -0.1
H 5.338535 1.261875 5.143181 0.1 0.2 0.2
H 6.794895 0.493386 4.603213 0.1 0.3 -0.4
O -4.064163 3.892380 -0.997969 0.1 0.3 0.2
S -3.824360 4.118004 -2.403354 0.0 -0.3 -0.5
O -3.057779 5.247402 -2.872127 0.0 0.1 0.3
C -3.161266 2.614169 -3.096962 -0.2 -0.1 -0.2
C -4.397050 1.823727 -3.510150 -0.1 0.2 0.0
C -5.345907 2.832882 -4.171396 0.1 -0.2 -0.1
C -5.399987 4.064270 -3.263380 -0.4 -0.1 -0.2
H -2.555417 2.107147 -2.357942 0.0 0.1 0.1
H -2.552263 2.883368 -3.959892 0.0 0.1 0.1
H -4.139845 1.008448 -4.187182 0.1 0.0 0.0
H -4.876840 1.395503 -2.627427 0.2 0.1 -0.2
H -4.955858 3.112335 -5.154912 0.0 0.0 0.0
H -6.339339 2.416976 -4.322080 0.0 0.1 0.0
H -5.529074 4.987319 -3.824921 0.1 0.1 0.1
H -6.186967 3.972438 -2.515824 0.1 0.0 0.1
O 1.427453 -4.526402 5.945605 0.0 0.2 0.1
S 1.683272 -4.323584 4.543046 0.1 -0.2 -0.2
O 2.422559 -3.185919 4.065133 -0.1 0.2 0.5
C 2.409836 -5.812846 3.873139 0.0 -0.4 -0.2
C 1.212635 -6.653824 3.440481 -0.1 0.1 0.0
C 0.243963 -5.680702 2.755728 0.0 0.0 0.0
C 0.128726 -4.441083 3.651228 -0.3 -0.1 -0.3
H 3.026119 -6.290429 4.630948 0.0 0.2 0.1
H 3.022892 -5.524933 3.018552 0.0 0.1 0.1
H 1.513072 -7.461833 2.774424 0.0 0.0 0.0
H 0.732842 -7.098431 4.315536 0.0 0.0 0.0
H 0.645513 -5.394276 1.780927 0.0 0.0 0.0
H -0.732332 -6.133898 2.586900 0.0 0.0 0.0
H -0.017975 -3.531881 3.073071 0.1 0.1 0.1
H -0.668340 -4.546187 4.385103 0.1 0.0 0.1
O 8.798523 -1.431927 5.319449 -0.1 0.2 -0.2
S 8.622234 -0.628447 6.502027 0.2 -0.2 0.5
O 7.828156 0.569681 6.498627 0.0 0.1 -0.1
C 8.076647 -1.684791 7.837676 0.1 -0.3 0.2
C 9.369009 -2.179969 8.479145 0.1 0.0 -0.1
C 10.293128 -0.957821 8.555356 0.0 0.0 0.0
C 10.238653 -0.255875 7.192658 0.3 0.0 0.3
H 7.455368 -2.484130 7.439636 0.0 0.1 -0.1
H 7.501484 -1.070874 8.530421 0.0 0.0 -0.1
H 9.186047 -2.611149 9.462482 0.0 0.0 0.0
H 9.825072 -2.949844 7.852509 0.0 0.0 0.0
H 9.935700 -0.279900 9.333390 0.0 0.0 0.0
H 11.314227 -1.238656 8.810716 0.0 0.0 0.0
H 10.344829 0.822249 7.284294 -0.1 0.0 -0.2
H 10.990499 -0.646036 6.508832 -0.1 0.0 -0.1
O -10.292752 3.723195 -6.794556 0.0 -0.1 0.1
S -8.914396 3.831918 -6.394947 0.2 0.1 -0.1
O -8.331036 2.926355 -5.437425 -0.2 -0.2 0.0
C -7.895328 3.870641 -7.864990 0.2 0.2 -0.3
C -7.811991 5.349893 -8.227368 -0.1 0.1 0.1
C -7.592829 6.092766 -6.903091 0.0 0.0 0.0
C -8.591972 5.524419 -5.887351 0.2 0.4 0.0
H -8.350258 3.258149 -8.640115 -0.1 -0.1 0.1
H -6.915477 3.473516 -7.598735 0.0 0.0 0.1
H -7.008272 5.541913 -8.936925 0.0 0.0 0.0
H -8.749744 5.675394 -8.683276 0.0 0.0 0.0
H -6.572386 5.919290 -6.553409 0.0 0.0 0.0
H -7.720042 7.168308 -7.017539 0.0 0.0 0.0
H -8.190350 5.520754 -4.876611 -0.1 -0.1 0.0
H -9.537567 6.062974 -5.907859 -0.1 -0.1 0.0
O -7.763313 0.858556 3.072797 -0.1 -0.2 0.1
S -6.398747 0.963998 3.526916 0.4 0.1 -0.1
O -5.840527 0.015602 4.459336 -0.2 -0.1 0.0
C -5.330400 1.091316 2.100193 0.1 0.1 -0.3
C -5.253732 2.586830 1.814540 0.0 0.0 0.1
C -5.093064 3.264793 3.180707 0.0 -0.1 0.0
C -6.120458 2.633916 4.130527 0.2 0.4 0.1
H -5.747997 0.515243 1.276797 0.0 -0.1 0.1
H -4.355418 0.692609 2.381183 0.0 0.0 0.1
H -4.430272 2.820546 1.143763 -0.1 0.0 0.0
H -6.178097 2.923892 1.340490 0.0 0.0 -0.1
H -4.084260 3.085789 3.559784 0.0 0.0 0.0
H -5.230126 4.343320 3.113859 0.0 0.0 0.0
H -5.755903 2.584219 5.153803 -0.1 -0.1 0.0
H -7.072435 3.161066 4.101730 -0.1 -0.1 0.0
O -8.002068 0.721430 -1.767293 0.2 0.2 0.1
S -6.990943 -0.301208 -1.802743 -0.1 -0.5 0.1
O -5.639506 -0.052684 -1.355027 -0.2 0.1 0.3
C -7.617303 -1.754540 -0.971711 -0.2 -0.3 0.0
C -8.323681 -2.540013 -2.072162 0.0 0.1 -0.1
C -7.399769 -2.471325 -3.295553 0.0 0.0 0.1
C -6.952508 -1.012311 -3.451382 0.0 -0.3 -0.3
H -8.276560 -1.454975 -0.159709 0.1 0.2 0.0
H -6.762813 -2.305662 -0.578927 0.0 0.1 0.0
H -8.515779 -3.567684 -1.766964 0.0 0.0 0.0
H -9.282557 -2.072607 -2.306883 0.0 0.0 0.0
H -6.528218 -3.108387 -3.129342 0.0 0.0 0.0
H -7.896776 -2.826368 -4.197410 0.0 0.0 0.0
H -5.942940 -0.935121 -3.848775 0.0 0.1 0.1
H -7.641605 -0.443654 -4.074399 0.0 0.1 0.1
```
Positions in Å, forces in eV/Å.

Atomic partial charges in e from the Mulliken method, atoms 1 to 8: number 1, C, carries -0.78; number 2, C, carries -0.30; number 3, C, carries -0.83; number 4, C, carries 0.20; number 5, C, carries -0.77; number 6, O, carries -0.42; number 7, C, carries 0.69; number 8, C, carries -0.81